Record 1
One molecule with the formula C25H36ClN3O2 in a non-equilibrium geometry. Source: OMol25; level of theory: ωB97M-V/def2-TZVPD.

Its electronic energy is -47596.8929 eV. The SMILES is CC(C)N1CCC(N2CCN(Cc3ccc(-c4ccc(Cl)cc4)o3)C[C@@H]2CCO)CC1. The calculation puts the LUMO energy at 0.0154 hartree. The calculation puts the relative energy (zero: lowest compared OMol25 entry of this formula, charge and spin) at 0.000 eV. The highest occupied orbital energy is -8.003 eV.

Bonds (Å) are listed after each position.
CARTESIAN COORDINATES (ANGSTROEM)
1 C 4.515 -1.525 1.821  H2 1.088, H3 1.087, H4 1.087, C5 1.535
2 H 4.563 -1.488 0.735  C1 1.088
3 H 4.965 -0.621 2.223  C1 1.087
4 H 5.096 -2.379 2.160  C1 1.087
5 C 3.062 -1.668 2.294  C1 1.535, N6 1.456, C63 1.530, H67 1.097
6 N 2.150 -0.650 1.790  C5 1.456, C7 1.449, C56 1.446
7 C 2.518 0.728 2.048  N6 1.449, C8 1.529, H61 1.090, H62 1.105
8 C 1.304 1.630 1.828  C7 1.529, H9 1.090, H10 1.091, C11 1.534
9 H 0.519 1.326 2.520  C8 1.090
10 H 1.572 2.666 2.043  C8 1.091
11 C 0.808 1.504 0.381  C8 1.534, N12 1.459, C54 1.536, H60 1.098
12 N -0.267 2.455 0.121  C11 1.459, C13 1.451, C18 1.458
13 C -0.385 2.960 -1.234  N12 1.451, C14 1.529, H52 1.094, H53 1.092
14 C -1.238 2.084 -2.154  C13 1.529, N15 1.453, H50 1.103, H51 1.094
15 N -2.556 1.903 -1.572  C14 1.453, C16 1.454, C29 1.458
16 C -2.475 1.337 -0.235  N15 1.454, H17 1.098, C18 1.540, H28 1.094
17 H -2.097 0.307 -0.259  C16 1.098
18 C -1.578 2.176 0.695  N12 1.458, C16 1.540, C19 1.538, H27 1.095
19 C -2.291 3.478 1.097  C18 1.538, H20 1.091, H21 1.089, C22 1.531
20 H -3.238 3.219 1.571  C19 1.091
21 H -2.511 4.071 0.210  C19 1.089
22 C -1.468 4.312 2.082  C19 1.531, O23 1.403, H25 1.102, H26 1.094
23 O -0.318 4.873 1.507  C22 1.403, H24 0.973
24 H 0.113 4.151 1.017  O23 0.973
25 H -1.193 3.683 2.945  C22 1.102
26 H -2.065 5.152 2.450  C22 1.094
27 H -1.421 1.595 1.609  C18 1.095
28 H -3.487 1.316 0.179  C16 1.094
29 C -3.440 1.139 -2.445  N15 1.458, C30 1.500, H48 1.094, H49 1.093
30 C -2.840 -0.145 -2.937  C29 1.500, C31 1.368, O45 1.349
31 C -2.500 -0.556 -4.196  C30 1.368, C32 1.411, H47 1.071
32 C -1.800 -1.773 -4.047  C31 1.411, C33 1.374, H46 1.070
33 C -1.744 -2.028 -2.698  C32 1.374, C34 1.448, O45 1.357
34 C -1.065 -3.043 -1.921  C33 1.448, C35 1.397, C39 1.396
35 C -1.182 -3.051 -0.528  C34 1.397, C36 1.380, H44 1.079
36 C -0.473 -3.953 0.238  C35 1.380, C37 1.386, H43 1.079
37 C 0.358 -4.870 -0.386  C36 1.386, C38 1.387, Cl42 1.729
38 C 0.470 -4.898 -1.768  C37 1.387, C39 1.380, H41 1.079
39 C -0.237 -3.989 -2.529  C34 1.396, C38 1.380, H40 1.078
40 H -0.138 -4.003 -3.602  C39 1.078
41 H 1.113 -5.623 -2.241  C38 1.079
42 Cl 1.269 -5.988 0.569  C37 1.729
43 H -0.556 -3.943 1.314  C36 1.079
44 H -1.832 -2.336 -0.049  C35 1.079
45 O -2.394 -1.041 -2.032  C30 1.349, C33 1.357
46 H -1.389 -2.369 -4.835  C32 1.070
47 H -2.720 -0.051 -5.114  C31 1.071
48 H -4.365 0.947 -1.894  C29 1.094
49 H -3.675 1.757 -3.316  C29 1.093
50 H -0.721 1.126 -2.329  C14 1.103
51 H -1.358 2.581 -3.121  C14 1.094
52 H -0.842 3.952 -1.184  C13 1.094
53 H 0.614 3.071 -1.662  C13 1.092
54 C 0.526 0.017 0.120  C11 1.536, H55 1.090, C56 1.527, H59 1.090
55 H -0.261 -0.332 0.789  C54 1.090
56 C 1.779 -0.809 0.402  N6 1.446, C54 1.527, H57 1.094, H58 1.107
57 H 1.566 -1.864 0.208  C56 1.094
58 H 2.583 -0.490 -0.288  C56 1.107
59 H 0.217 -0.153 -0.912  C54 1.090
60 H 1.635 1.807 -0.275  C11 1.098
61 H 2.851 0.820 3.082  C7 1.090
62 H 3.337 1.066 1.387  C7 1.105
63 C 2.999 -1.723 3.822  C5 1.530, H64 1.087, H65 1.087, H66 1.086
64 H 3.456 -2.644 4.175  C63 1.087
65 H 3.530 -0.888 4.271  C63 1.087
66 H 1.964 -1.696 4.149  C63 1.086
67 H 2.671 -2.619 1.912  C5 1.097

Record 2
One molecule with the formula C3H3FO2 in a non-equilibrium geometry. Source: OMol25; level of theory: ωB97M-V/def2-TZVPD.

Its electronic energy is -9971.0584 eV. The SMILES is O=CCC(=O)F. The calculation puts the LUMO energy at 0.0076 hartree. The calculation puts the relative energy (zero: lowest compared OMol25 entry of this formula, charge and spin) at 0.502 eV. The highest occupied orbital energy is -10.694 eV.

Bonds (Å) are listed after each position.
CARTESIAN COORDINATES (ANGSTROEM)
1 C 0.290 -0.099 0.312  C2 1.494, C3 1.488, H7 1.112, H9 1.121
2 C -0.603 -0.785 -0.670  C1 1.494, O4 1.177, H8 1.066
3 C 1.707 -0.464 0.042  C1 1.488, O5 1.150, F6 1.379
4 O -1.294 -1.704 -0.416  C2 1.177
5 O 2.348 -1.319 0.465  C3 1.150
6 F 2.311 0.432 -0.815  C3 1.379
7 H 0.484 0.946 -0.016  C1 1.112
8 H -0.899 -0.178 -1.494  C2 1.066
9 H 0.083 -0.230 1.406  C1 1.121

Record 3
A 3-piece molecular cluster, C12H15N3 overall in a non-equilibrium geometry. Source: OMol25; level of theory: ωB97M-V/def2-TZVPD.

Its electronic energy is -17155.8383 eV. The SMILES is c1cc[nH]c1.c1cc[nH]c1.c1cc[nH]c1. The calculation puts the LUMO energy at 0.0270 hartree. The calculation puts the relative energy (zero: lowest compared OMol25 entry of this formula, charge and spin) at 0.993 eV. The highest occupied orbital energy is -8.071 eV.

Bonds (Å) are listed after each position.
CARTESIAN COORDINATES (ANGSTROEM)
1 N 0.269 -1.706 0.967  C2 1.371, C5 1.360, H6 1.010
2 C -0.605 -0.776 0.465  N1 1.371, C3 1.410, H7 1.080
3 C 0.059 0.460 0.329  C2 1.410, C4 1.436, H8 1.080
4 C 1.346 0.269 0.936  C3 1.436, C5 1.378, H9 1.080
5 C 1.444 -1.074 1.230  N1 1.360, C4 1.378, H10 1.080
6 H -0.035 -2.666 1.040  N1 1.010
7 H -1.612 -0.975 0.129  C2 1.080
8 H -0.301 1.360 -0.146  C3 1.080
9 H 2.141 0.999 0.885  C4 1.080
10 H 2.308 -1.674 1.473  C5 1.080
11 N -1.739 -7.436 3.198  C12 1.357, C15 1.364, H16 1.010
12 C -1.694 -7.733 1.875  N11 1.357, C13 1.369, H17 1.080
13 C -0.366 -7.886 1.580  C12 1.369, C14 1.378, H18 1.080
14 C 0.419 -7.563 2.665  C13 1.378, C15 1.404, H19 1.080
15 C -0.484 -7.431 3.732  N11 1.364, C14 1.404, H20 1.080
16 H -2.592 -7.441 3.740  N11 1.010
17 H -2.562 -7.982 1.282  C12 1.080
18 H 0.081 -8.291 0.684  C13 1.080
19 H 1.498 -7.593 2.704  C14 1.080
20 H -0.304 -7.260 4.783  C15 1.080
21 N 1.207 7.623 -3.076  C22 1.373, C25 1.366, H26 1.010
22 C 1.104 8.991 -3.016  N21 1.373, C23 1.388, H27 1.080
23 C -0.193 9.333 -3.372  C22 1.388, C24 1.386, H28 1.080
24 C -0.849 8.169 -3.742  C23 1.386, C25 1.404, H29 1.080
25 C 0.083 7.121 -3.667  N21 1.366, C24 1.404, H30 1.080
26 H 1.953 7.041 -2.724  N21 1.010
27 H 1.889 9.639 -2.655  C22 1.080
28 H -0.609 10.329 -3.401  C23 1.080
29 H -1.877 8.099 -4.066  C24 1.080
30 H 0.020 6.055 -3.832  C25 1.080

Question: Which of these has the lowest relative energy (zero: lowest compared OMol25 entry of this formula, charge and spin)?
Answer: C25H36ClN3O2